# 1
Computed, not measured: a cluster of 2 separate species, C3H9BNO2 in total, with wB97M-V/def2-TZVPD.

The calculation puts the HOMO energy at -13.90 eV. Its molar mass is 101.92 g/mol. Its multiplicity is 1. The energy above the lowest of the compared OMol25 structures with the same formula, charge and spin comes out at 330.4 kJ/mol. The HOMO-LUMO gap comes out at 9.75 eV. Its total energy is -9510.14906 eV. Its net charge is +1.

Geometry (Å):
B -1.739 -0.084 -0.108
C 2.283 -1.001 0.611
C 1.310 -0.269 0.148
C -0.704 -1.113 -0.759
N 1.208 1.227 -0.070
O -2.703 -0.685 0.614
O -1.538 1.246 -0.162
H 3.290 -0.611 0.889
H 2.239 -2.111 0.575
H -0.335 -2.119 -0.429
H -0.599 -0.755 -1.753
H 0.121 1.289 0.022
H 1.035 1.432 -1.044
H 1.722 1.834 0.479
H -3.485 -0.107 0.680
H -2.104 1.826 0.307

Forces on atoms 1 to 2 (eV/Å):
0.47 -3.27 1.32
1.50 -0.45 -0.17

Mulliken atomic charge list, values in e, 6 entries: atom 1 (B): 0.42, atom 2 (C): -0.72, atom 3 (C): 0.15, atom 4 (C): -0.66, atom 5 (N): -0.17, atom 6 (O): -0.42



# 2
Computed, not measured: the ion C3H9BNO2 with charge +1, with wB97M-V/def2-TZVPD.

The calculation puts the HOMO energy at -15.06 eV. The SMILES is [NH3+][C@H]1CCOB1O. Its molar mass is 101.92 g/mol. Its multiplicity is 1. The energy above the lowest of the compared OMol25 structures with the same formula, charge and spin comes out at 3.8 kJ/mol. The HOMO-LUMO gap comes out at 11.53 eV. Its total energy is -9513.53381 eV. Its net charge is +1.

Geometry (Å):
N 1.058 -1.578 0.000
C 0.340 -0.284 0.586
C 0.650 0.937 -0.326
C -0.456 1.877 0.123
O -1.618 1.001 0.093
B -1.275 -0.322 0.244
O -1.795 -1.500 -0.190
H 1.191 -1.434 -0.945
H 0.449 -2.320 0.117
H 2.017 -1.787 0.429
H 0.740 -0.106 1.552
H 0.650 0.642 -1.412
H 1.557 1.206 0.005
H -0.266 2.261 1.097
H -0.666 2.712 -0.580
H -2.576 -1.304 -0.794

Forces on atoms 1 to 2 (eV/Å):
2.15 2.45 3.43
-0.68 -1.18 -2.33

Mulliken atomic charge list, values in e, 6 entries: atom 1 (N): -0.30, atom 2 (C): -0.49, atom 3 (C): -0.77, atom 4 (C): -0.36, atom 5 (O): -0.43, atom 6 (B): 0.66



# 3
Computed, not measured: a cluster of 2 separate species, C3H9BO2 in total, with wB97M-V/def2-TZVPD.

The calculation puts the HOMO energy at -9.97 eV. The SMILES is CCCO.B=O. Its molar mass is 87.91 g/mol. Its multiplicity is 1. The energy above the lowest of the compared OMol25 structures with the same formula, charge and spin comes out at 237.4 kJ/mol. The HOMO-LUMO gap comes out at 10.64 eV. Its total energy is -8027.67837 eV.

Geometry (Å):
C 1.489 0.710 0.436
C 0.030 0.251 0.510
C -0.149 -0.739 -0.680
O -1.473 -0.858 -1.086
H 1.803 1.246 1.427
H 2.365 -0.015 0.234
H 1.546 1.526 -0.287
H -0.640 1.027 0.302
H 0.084 -0.236 1.536
H 0.328 -0.400 -1.511
H 0.394 -1.630 -0.283
H -2.141 -1.255 -0.482
B -3.572 0.963 -0.110
O -3.560 0.449 0.945
H -3.267 1.480 -1.123

Forces on atoms 1 to 2 (eV/Å):
1.96 1.97 1.37
2.92 -2.65 0.11

Mulliken atomic charge list, values in e, 6 entries: atom 1 (C): -1.21, atom 2 (C): 0.05, atom 3 (C): -0.65, atom 4 (O): -0.56, atom 5 (H): 0.30, atom 6 (H): 0.29